i | Molecular formula: C3H12O3
Method: DFT, wB97M-V/def2-TZVPD

Last column: natural (NBO) charge in e.
Atoms and positions in Å:
1 C 0.43476 -0.23714 0.32376  -0.05
2 O 0.93722 0.38885 -0.90194  -0.77
3 C -0.82619 -1.05896 0.05964  -0.43
4 C -1.91974 -0.30157 -0.66610  -0.63
5 H 1.21492 -0.89568 0.68452  0.17
6 H 0.17524 0.67737 0.84581  0.19
7 H 1.14855 -0.26932 -1.57343  0.47
8 H -0.54866 -1.95684 -0.50667  0.19
9 H -1.14729 -1.42820 1.03478  0.21
10 H -1.53029 0.41085 -1.39248  0.23
11 H -2.63059 -0.94435 -1.18901  0.21
12 H -2.51833 0.31215 0.01110  0.21
13 H 3.05050 -0.47877 2.87876  0.47
14 H 2.20965 -1.70103 2.65520  0.46
15 O 2.14773 -0.80071 3.01274  -0.93
16 H -0.01437 3.54358 -1.65144  0.46
17 H 0.24302 2.03057 -1.72073  0.49
18 O -0.42613 2.70918 -1.90450  -0.97

Properties
SMILES	CCCO.O.O
HOMO-LUMO gap	11.07	eV
LUMO level	0.6	eV



ii | Molecular formula: C3H12O3
Method: DFT, wB97M-V/def2-TZVPD

Last column: natural (NBO) charge in e.
Atoms and positions in Å:
1 C -0.54895 3.92426 -0.61606  -0.25
2 O -0.20426 5.11282 -1.33299  -0.72
3 H 0.05141 3.83695 0.29657  0.16
4 H -1.61018 3.95026 -0.33569  0.16
5 H -0.39147 3.05761 -1.25435  0.18
6 H -0.36890 5.84534 -0.73132  0.46
7 C -0.15339 -3.62321 1.97413  -0.25
8 O -0.12317 -3.50884 0.56219  -0.73
9 H 0.83079 -3.63539 2.45097  0.16
10 H -0.68911 -2.77159 2.42891  0.15
11 H -0.73393 -4.49824 2.26111  0.18
12 H 0.47177 -2.76390 0.36281  0.48
13 C 0.37028 -0.57837 -0.86172  -0.26
14 O 1.40322 -1.54802 -0.90676  -0.73
15 H -0.54167 -0.94596 -1.34921  0.17
16 H 0.09268 -0.45704 0.18487  0.18
17 H 0.56911 0.39583 -1.31312  0.17
18 H 1.57576 -1.79252 -1.82032  0.48

Properties
SMILES	CO.CO.CO
HOMO-LUMO gap	10.69	eV
LUMO level	0.7	eV



In kcal/mol, relative to the most stable structure: i 0.0; ii 26.4.



i | Molecular formula: C5H8OS2
Method: DFT, wB97M-V/def2-TZVPD

Last column: natural (NBO) charge in e.
Atoms and positions in Å:
1 C 0.04529 -0.82350 1.23586  -0.68
2 C -0.52949 -0.24530 -0.05052  -0.21
3 C 0.30013 2.24051 0.15980  -0.67
4 C 0.40891 0.04703 -1.13304  -0.50
5 C -0.44969 -1.14886 -1.11055  0.15
6 H 0.29226 -0.05090 2.01223  0.26
7 H 1.00739 -1.40793 1.20063  0.22
8 H -0.76225 -1.45928 1.50307  0.22
9 H 0.08928 3.04534 -0.62557  0.22
10 H 0.56363 2.89586 1.10450  0.24
11 H 0.00018 0.63122 -1.90421  0.23
12 H -1.30704 -1.12258 -1.84626  0.22
13 H 0.13838 -2.39333 0.23944  0.49
14 O -0.07538 -2.43687 -0.83246  -0.69
15 S -1.35277 1.27167 0.41975  0.20
16 S 1.63117 0.95692 -0.37267  0.29

Properties
SMILES	C[C@@]12SCS[C@H]1[C@H]2O
HOMO-LUMO gap	9.29	eV
LUMO level	0.6	eV



ii | Molecular formula: C5H8OS2
Method: DFT, wB97M-V/def2-TZVPD

Last column: natural (NBO) charge in e.
Atoms and positions in Å:
1 C -2.57027 -0.67334 -0.23591  -0.62
2 C -1.07582 -0.65118 -0.52423  -0.06
3 C 0.52564 -1.58117 0.83904  -0.09
4 C 0.91724 -0.13336 0.69331  -0.48
5 C -0.38452 0.44879 0.14009  -0.01
6 H -2.92316 0.32374 -0.46331  0.23
7 H -3.10927 -1.36732 -0.86995  0.22
8 H -2.78385 -0.91359 0.83256  0.21
9 H -0.78864 -0.38377 -1.51822  0.23
10 H 1.29592 -2.38260 0.85353  0.22
11 H -0.13689 -1.61423 1.75855  0.18
12 H 1.07365 0.40568 1.66943  0.26
13 H 2.49717 1.43588 -0.17270  0.15
14 O -0.35898 -1.85773 -0.30533  -0.52
15 S 2.23438 0.13982 -0.48098  0.01
16 S -0.77980 2.04141 0.16091  0.03

Properties
SMILES	C[C@@H]1OC[C@@H](S)C1=S
HOMO-LUMO gap	8.39	eV
LUMO level	-0.5	eV



In kcal/mol, relative to the most stable structure: i 69.4; ii 0.0.



i | Molecular formula: C5H8OS2
Method: DFT, wB97M-V/def2-TZVPD

Last column: natural (NBO) charge in e.
Atoms and positions in Å:
1 C -2.30760 0.66349 0.49790  -0.78
2 C 0.29076 0.35841 -0.79069  -0.30
3 C 0.82343 0.74926 0.56113  -0.50
4 C 1.59910 -0.42226 1.24333  -0.50
5 C 0.63011 -1.37661 1.99985  0.47
6 H -2.30218 1.68266 0.97132  0.22
7 H -1.89886 -0.05176 1.21782  0.26
8 H -3.32577 0.44137 0.28346  0.24
9 H 0.05321 1.07515 1.28125  0.24
10 H 1.62851 1.47342 0.49468  0.25
11 H 2.21715 -0.96136 0.52909  0.24
12 H 2.30408 -0.05539 1.96360  0.24
13 H 1.02664 -2.41264 2.09002  0.11
14 O -0.40933 -1.03829 2.46378  -0.53
15 S -1.42291 0.50275 -1.08285  0.35
16 S 1.25772 -0.04768 -2.01782  0.01

Properties
SMILES	CSC(=S)CCC=O
HOMO-LUMO gap	8.55	eV
LUMO level	-0.1	eV



ii | Molecular formula: C5H8OS2
Method: DFT, wB97M-V/def2-TZVPD

Last column: natural (NBO) charge in e.
Atoms and positions in Å:
1 C 2.33850 0.28944 0.12569  -0.60
2 C 0.85518 -0.06416 -0.06102  0.15
3 C 0.10417 1.08792 -0.77662  -0.53
4 C -0.67522 -1.34453 -1.16936  -0.20
5 C 0.29123 -0.49617 1.28066  -0.28
6 H 2.73261 0.80085 -0.75773  0.23
7 H 2.86131 -0.59749 0.36904  0.22
8 H 2.43343 0.91502 1.00304  0.22
9 H -0.12910 1.88611 -0.09592  0.24
10 H 0.68495 1.50744 -1.56031  0.22
11 H -1.09285 -1.71940 -0.21468  0.18
12 H -0.83441 -2.09072 -1.99191  0.22
13 H 0.44186 -1.52598 1.55808  0.21
14 O 0.73052 -1.16089 -0.98823  -0.52
15 S -1.40207 0.32623 -1.46553  0.15
16 S -0.49950 0.50354 2.29054  0.09

Properties
SMILES	C[C@@]1(C=S)CSCO1
HOMO-LUMO gap	8.28	eV
LUMO level	-0.5	eV



In kcal/mol, relative to the most stable structure: i 0.0; ii 4.5.



i | Molecular formula: C3H2Cl2O2
Method: DFT, wB97M-V/def2-TZVPD

Last column: natural (NBO) charge in e.
Atoms and positions in Å:
1 C 0.43712 -0.86861 0.67653  0.75
2 C 0.05311 0.52842 0.04886  -0.21
3 C -1.08267 0.70096 -0.55161  -0.09
4 H 2.07867 0.09503 1.21691  0.48
5 H -1.47348 1.56174 -0.92190  0.22
6 O 1.65255 -0.70922 1.37592  -0.69
7 O 0.02362 -2.01960 0.69902  -0.51
8 Cl 1.06036 1.87729 0.35947  0.05
9 Cl -1.67564 -0.81792 -1.41459  -0.02

Properties
SMILES	O=C(O)/C(Cl)=C\Cl
HOMO-LUMO gap	9.84	eV
LUMO level	-0.6	eV



ii | Molecular formula: C3H2Cl2O2
Method: DFT, wB97M-V/def2-TZVPD

Last column: natural (NBO) charge in e.
Atoms and positions in Å:
1 C -0.83639 0.51349 -0.01904  0.06
2 C -0.39895 0.11641 1.16040  -0.14
3 C 0.98683 -0.37570 -1.20888  0.63
4 O 0.02996 0.68929 -1.07065  -0.52
5 O 0.92532 -1.28918 -0.43114  -0.53
6 Cl -1.58630 -0.24994 2.32587  0.05
7 Cl 1.25481 0.01124 1.66651  0.07
8 H -1.93983 0.65831 -0.27246  0.22
9 H 1.56454 -0.07390 -2.15061  0.17

Properties
SMILES	O=COC=C(Cl)Cl
HOMO-LUMO gap	10.13	eV
LUMO level	0.7	eV



In kcal/mol, relative to the most stable structure: i 0.0; ii 3.7.